Entry A
Below is an isolated molecule of C4H8N2, with properties calculated with ωB97M-V/def2-TZVPD.

Computed properties:
Frontier orbital gap, eV: 6.6
Lowest unoccupied orbital energy, Ha: -0.0149
Total charge: 0
HOMO energy, eV: -7.041

Each line ends with the natural charge from an NBO analysis.
Element x y z (Å)
1 H -2.121 0.263 0.299  0.2430
2 N 0.346 -1.277 2.086  -0.5222
3 C -1.496 -0.079 -0.527  -0.7080
4 C 0.939 -0.487 -1.178  -0.7083
5 C -0.075 -0.240 -0.118  0.4151
6 C 0.286 -0.351 1.296  0.1184
7 H -1.597 0.585 -1.392  0.2334
8 H 0.793 0.166 -2.044  0.2325
9 H -0.091 1.680 1.918  0.3885
10 H 1.958 -0.401 -0.795  0.2433
11 H -1.859 -1.070 -0.835  0.2651
12 N 0.538 1.140 1.328  -0.8554
13 H 1.503 1.420 1.487  0.3884
14 H 0.801 -1.522 -1.522  0.2662


Entry B
Below is an isolated molecule of C4H8N2, with properties calculated with ωB97M-V/def2-TZVPD.

Computed properties:
Frontier orbital gap, eV: 9.6
Lowest unoccupied orbital energy, Ha: 0.0390
Total charge: 0
HOMO energy, eV: -8.551
SMILES: C[C@@H]1C=NNC1

Each line ends with the natural charge from an NBO analysis.
Element x y z (Å)
1 H 0.661 -1.555 1.295  0.1881
2 N 1.339 -0.428 -0.509  -0.4304
3 H -0.175 2.210 0.474  0.2058
4 C 0.311 -1.187 0.320  -0.2504
5 H -2.663 0.713 -0.179  0.2135
6 N 1.251 0.856 -0.165  -0.2212
7 H -2.378 -1.038 -0.548  0.2114
8 H -0.121 -2.017 -0.212  0.2012
9 H -1.148 -0.148 1.553  0.2167
10 C 0.106 1.145 0.351  -0.0079
11 H 2.275 -0.727 -0.342  0.3629
12 C -1.850 -0.025 -0.515  -0.6129
13 H -1.421 0.316 -1.498  0.2252
14 C -0.760 -0.058 0.541  -0.3019


What should be chosen as the least stable of them? Choose entry A.


Entry A
Below is an isolated molecule of C4H10N2S2, with properties calculated with ωB97M-V/def2-TZVPD.

Computed properties:
Frontier orbital gap, eV: 9.5
Lowest unoccupied orbital energy, Ha: 0.0278
Total charge: 0
HOMO energy, eV: -8.705
SMILES: N[C@@H]1[C@H](N)[C@H](S)[C@H]1S

Each line ends with the natural charge from an NBO analysis.
Element x y z (Å)
1 H -2.192 1.804 -0.756  0.3704
2 H 2.505 1.233 -0.334  0.3830
3 C -0.763 -0.717 -0.324  -0.3534
4 H 1.002 1.010 1.620  0.1887
5 C 0.720 0.595 0.600  -0.0674
6 H -1.403 0.422 1.180  0.2021
7 H 2.293 -2.963 0.113  0.1432
8 H 0.508 -1.497 1.474  0.2347
9 S 2.050 -1.688 -0.471  -0.0634
10 N -1.217 1.725 -0.549  -0.8470
11 N 1.427 1.134 -0.590  -0.8672
12 H -2.146 -1.962 0.967  0.1034
13 H 1.004 2.091 -0.560  0.3821
14 S -2.208 -1.795 -0.335  -0.0014
15 H -0.831 1.555 -1.491  0.3642
16 H -0.519 -0.598 -1.349  0.2280
17 C -0.855 0.605 0.333  -0.0757
18 C 0.626 -0.952 0.471  -0.3242


Entry B
Below is an isolated molecule of C4H10N2S2, with properties calculated with ωB97M-V/def2-TZVPD.

Computed properties:
Frontier orbital gap, eV: 9.6
Lowest unoccupied orbital energy, Ha: 0.0147
Total charge: 0
HOMO energy, eV: -9.237
SMILES: [H]/N=C(/N)[C@H](S)[C@H](C)S

Each line ends with the natural charge from an NBO analysis.
Element x y z (Å)
1 H 0.951 0.091 -2.226  0.1499
2 H -3.075 0.426 0.017  0.3367
3 H -2.042 -2.490 -0.521  0.4009
4 H 1.792 1.857 0.792  0.2257
5 S -0.835 1.865 -1.040  -0.0237
6 S 1.622 -0.793 -1.419  -0.0347
7 H -0.336 -1.975 -0.809  0.3869
8 H 1.854 0.554 2.202  0.2154
9 H 2.983 0.045 0.688  0.2427
10 N -1.134 -1.944 -0.155  -0.8681
11 H 0.915 -1.258 0.759  0.2693
12 H -0.132 2.966 -0.517  0.1409
13 C -1.667 -0.609 -0.105  0.4458
14 N -2.960 -0.528 -0.235  -0.6829
15 C 1.997 0.689 0.994  -0.6449
16 C 0.943 -0.239 0.157  -0.4068
17 C -0.401 0.522 0.183  -0.3970
18 H -0.476 0.821 1.236  0.2442


What should be chosen as the least stable of them? Choose entry B.


Entry A
Below is a cluster of 2 separate species, CHF3NO2S in total, with properties calculated with ωB97M-V/def2-TZVPD.

Computed properties:
Frontier orbital gap, eV: 8.0
Lowest unoccupied orbital energy, Ha: 0.1399
Total charge: -1
HOMO energy, eV: -4.213

Each line ends with the natural charge from an NBO analysis.
Element x y z (Å)
1 O 3.088 -1.713 -1.856  -0.9612
2 S 1.759 -1.173 -1.430  2.0802
3 O 0.574 -1.701 -2.132  -0.9693
4 F -1.589 1.729 2.153  -0.3713
5 F -1.429 1.601 0.030  -0.3179
6 C -1.339 0.895 1.111  0.8378
7 H -0.272 0.668 1.194  0.1780
8 N 1.564 -0.320 -0.225  -1.1430
9 F -2.355 0.013 1.156  -0.3333


Entry B
Below is the ion CHF3NO2S with charge -1, with properties calculated with ωB97M-V/def2-TZVPD.

Computed properties:
Frontier orbital gap, eV: 8.8
Lowest unoccupied orbital energy, Ha: 0.1487
Total charge: -1
HOMO energy, eV: -4.718

Each line ends with the natural charge from an NBO analysis.
Element x y z (Å)
1 O 2.031 0.734 -1.092  -1.0195
2 H -0.157 1.590 0.655  0.3968
3 N -0.072 0.539 0.539  -0.9416
4 F -1.376 -0.122 -1.437  -0.4182
5 C -1.050 -0.197 -0.012  1.0459
6 S 1.529 -0.388 -0.246  1.6618
7 F -0.882 -1.547 0.173  -0.3565
8 O 2.299 -0.555 0.930  -0.9932
9 F -2.321 -0.054 0.490  -0.3756


What should be chosen as the least stable of them? Choose entry A.


Entry A
Below is the ion C4H13N2S with charge +1, with properties calculated with ωB97M-V/def2-TZVPD.

Computed properties:
Frontier orbital gap, eV: 9.0
Lowest unoccupied orbital energy, Ha: -0.1259
Total charge: +1
HOMO energy, eV: -12.447
SMILES: [NH3+]CCNCCS

Each line ends with the natural charge from an NBO analysis.
Element x y z (Å)
1 H 0.222 -0.814 1.592  0.2181
2 H 0.629 -2.582 1.149  0.2433
3 H -0.845 1.456 -1.648  0.2176
4 H 0.829 1.905 -1.669  0.2213
5 H 1.469 -1.819 -0.905  0.2213
6 C 0.110 1.354 -1.126  -0.2174
7 H -0.624 3.507 1.870  0.1535
8 S -1.340 2.981 0.852  -0.0334
9 C 1.237 -0.997 -0.267  -0.2488
10 H -0.922 -0.639 -0.505  0.4514
11 C -0.056 1.668 0.354  -0.5132
12 N -1.033 -1.668 0.185  -0.7859
13 N 0.395 -0.110 -1.141  -0.6657
14 H -0.858 -2.453 -0.516  0.4379
15 H 0.807 1.590 1.074  0.2435
16 H 2.040 -0.523 0.421  0.2593
17 H -0.672 0.828 0.715  0.1720
18 H -1.819 -1.497 0.786  0.4513
19 C 0.352 -1.577 0.814  -0.2369
20 H 0.080 -0.611 -2.035  0.4108


Entry B
Below is the ion C4H13N2S with charge +1, with properties calculated with ωB97M-V/def2-TZVPD.

Computed properties:
Frontier orbital gap, eV: 8.9
Lowest unoccupied orbital energy, Ha: -0.1240
Total charge: +1
HOMO energy, eV: -12.255
SMILES: NC[C@H]([NH3+])CCS

Each line ends with the natural charge from an NBO analysis.
Element x y z (Å)
1 H -0.429 -1.698 -0.309  0.2332
2 C -0.835 -0.352 -1.931  -0.5198
3 C 1.417 0.054 0.499  -0.2431
4 H -1.289 0.622 -2.092  0.2163
5 H 2.902 0.521 1.845  0.3982
6 H -1.875 -0.772 -0.081  0.2170
7 H 1.579 -1.000 0.712  0.2135
8 C -0.078 0.334 0.371  -0.0420
9 H -0.243 1.318 -0.054  0.2147
10 H 2.082 1.827 1.316  0.3779
11 N 1.991 0.850 1.562  -0.8696
12 N -0.633 0.424 1.785  -0.6858
13 S -1.836 -1.603 -2.767  -0.0048
14 H 1.854 0.238 -0.492  0.2124
15 C -0.844 -0.694 -0.447  -0.4348
16 H 0.197 -0.280 -2.270  0.2188
17 H 0.104 0.195 2.466  0.4671
18 H -1.658 -1.170 -4.019  0.1473
19 H -0.966 1.374 1.978  0.4449
20 H -1.438 -0.191 1.929  0.4385


What should be chosen as the least stable of them? Choose entry A.


Entry A
Below is a cluster of 2 separate species, C4H13N2S in total, with properties calculated with ωB97M-V/def2-TZVPD.

Computed properties:
Frontier orbital gap, eV: 10.6
Lowest unoccupied orbital energy, Ha: -0.1284
Total charge: +1
HOMO energy, eV: -14.110

Each line ends with the natural charge from an NBO analysis.
Element x y z (Å)
1 H -0.240 1.339 2.478  0.2399
2 H -0.445 -0.889 1.476  0.4146
3 H -1.072 1.074 -0.788  0.1943
4 C 1.391 -0.368 -0.636  0.0391
5 C -1.361 0.245 -0.084  -0.2400
6 H 2.143 -1.791 1.015  0.1688
7 C 0.306 1.018 1.574  -0.4610
8 N -0.166 -0.106 0.744  -0.5421
9 H -2.140 0.539 0.622  0.2242
10 H -1.060 -1.731 -0.984  0.2023
11 H -2.215 -0.614 -1.899  0.2379
12 S 2.764 -0.745 0.328  0.1350
13 H 0.677 0.903 -1.920  0.4267
14 C -1.879 -1.007 -0.860  -0.6405
15 H 0.908 -1.221 -1.193  0.2462
16 H 0.274 1.999 0.895  0.2118
17 H -2.775 -1.483 -0.387  0.2466
18 N 1.490 0.785 -1.309  -0.7640
19 H 2.111 1.524 -0.924  0.4358
20 H 1.289 0.528 1.852  0.2243


Entry B
Below is the ion C4H13N2S with charge +1, with properties calculated with ωB97M-V/def2-TZVPD.

Computed properties:
Frontier orbital gap, eV: 9.5
Lowest unoccupied orbital energy, Ha: -0.1256
Total charge: +1
HOMO energy, eV: -12.894
SMILES: NCC[NH2+]CCS

Each line ends with the natural charge from an NBO analysis.
Element x y z (Å)
1 H -0.599 2.441 0.113  0.4592
2 C 0.620 1.187 -1.211  -0.2432
3 H 1.450 -2.300 -1.154  0.1251
4 H -1.438 -2.304 1.629  0.3786
5 N -0.370 1.400 -0.071  -0.5315
6 S 1.954 -1.375 -1.919  0.0003
7 H 0.139 1.328 2.031  0.2419
8 C 0.545 -0.121 -1.895  -0.5824
9 H -0.637 -0.576 2.762  0.2082
10 C -0.891 -0.394 1.720  -0.2270
11 H 1.241 0.334 1.017  0.2542
12 H -1.303 1.002 -0.370  0.4443
13 H 0.255 1.936 -2.011  0.2397
14 H 0.418 -0.204 -2.958  0.2777
15 H -0.481 -0.509 -1.639  0.2449
16 H -1.872 0.031 1.677  0.2036
17 C 0.171 0.625 1.152  -0.2556
18 N -0.889 -1.672 1.013  -0.8569
19 H 1.625 1.402 -0.887  0.2467
20 H 0.061 -2.232 1.000  0.3725


What should be chosen as the least stable of them? Choose entry B.


Entry A
Below is an isolated molecule of C5H8, with properties calculated with ωB97M-V/def2-TZVPD.

Computed properties:
Frontier orbital gap, eV: 10.6
Lowest unoccupied orbital energy, Ha: 0.0467
Total charge: 0
HOMO energy, eV: -9.368
SMILES: C=CCC=C

Each line ends with the natural charge from an NBO analysis.
Element x y z (Å)
1 C -1.463 -1.735 0.731  -0.3749
2 C 0.632 1.065 0.087  -0.1493
3 H 0.526 1.121 1.141  0.1869
4 C 1.005 2.211 -0.579  -0.3984
5 H 1.208 2.161 -1.647  0.1826
6 H -0.491 -0.159 -1.323  0.2225
7 H -1.840 -2.409 1.431  0.2003
8 C 0.249 -0.329 -0.451  -0.4980
9 H 1.011 3.177 -0.192  0.2008
10 H 0.479 -1.500 1.346  0.1916
11 H -2.211 -1.537 -0.064  0.1797
12 H 1.126 -0.773 -1.027  0.2301
13 C -0.229 -1.293 0.546  -0.1740


Entry B
Below is an isolated molecule of C5H8, with properties calculated with ωB97M-V/def2-TZVPD.

Computed properties:
Frontier orbital gap, eV: 10.5
Lowest unoccupied orbital energy, Ha: 0.0424
Total charge: 0
HOMO energy, eV: -9.376
SMILES: C=CC(=C)C

Each line ends with the natural charge from an NBO analysis.
Element x y z (Å)
1 H 1.264 1.676 -0.994  0.2036
2 H 1.082 -1.633 -0.223  0.2027
3 H -2.201 0.400 -0.935  0.2161
4 H -1.918 -0.369 0.600  0.2172
5 C 1.365 -0.482 1.455  -0.3835
6 C 0.231 1.359 -0.945  -0.3967
7 H 2.035 -1.221 1.873  0.1997
8 H -0.508 1.974 -1.455  0.1915
9 H 1.076 0.400 2.013  0.1974
10 C -0.142 0.215 -0.383  -0.0206
11 H -1.578 -1.323 -0.826  0.2188
12 C -1.554 -0.312 -0.431  -0.6334
13 C 0.849 -0.683 0.249  -0.2127


What should be chosen as the least stable of them? Choose entry A.